1.
A 5-piece molecular cluster, C20H44BIO12P overall in a non-equilibrium geometry. Source: the OMol25 dataset; level of theory: ωB97M-V/def2-TZVPD.

```
79
Properties=species:S:1:pos:R:3:forces:R:3
C 6.21622 -3.62711 -0.33454 1.069 -0.407 -0.409
C 6.35585 -4.08183 -1.82159 -0.271 -0.044 0.916
P 4.78859 -4.71932 -2.63833 -0.874 1.643 -1.131
B 5.00797 -6.50169 -3.36716 1.339 0.060 -0.061
I 3.18511 -7.76015 -3.29545 -0.512 -0.376 0.074
C 3.31614 -4.55032 -1.49063 0.912 -0.912 0.963
C 3.26194 -5.54006 -0.28520 -0.894 0.518 0.239
H 7.21473 -3.70897 0.12847 -0.244 0.141 0.013
H 5.56856 -4.29492 0.23240 -0.128 0.323 -0.040
H 5.94053 -2.57211 -0.25113 -0.393 -0.234 0.055
H 7.16090 -4.82824 -1.88393 -0.321 -0.040 -0.081
H 6.69235 -3.21196 -2.39745 -0.045 -0.233 -0.007
H 5.26396 -6.36197 -4.53548 -0.215 0.025 -0.102
H 5.97464 -7.04774 -2.88650 -0.170 -0.311 0.330
H 3.24796 -3.51071 -1.13068 -0.036 -0.334 -0.172
H 2.43481 -4.76384 -2.10218 0.275 0.209 -0.180
H 3.69895 -5.13017 0.63628 0.119 -0.071 -0.295
H 3.69312 -6.51898 -0.49540 0.101 0.178 -0.136
H 2.19746 -5.70884 -0.04259 0.266 -0.102 0.049
C -0.82204 -0.69746 3.56377 -0.015 0.179 -0.207
C 0.35365 -1.64973 3.64897 -0.295 0.080 0.417
O 0.83818 -1.99660 2.34935 0.030 -0.150 0.130
C 1.60423 -1.07579 1.76707 -0.167 -0.334 -0.303
O 1.91937 -0.01748 2.24100 0.122 0.345 0.176
O 1.93993 -1.52745 0.56419 0.068 0.026 0.009
C 2.69893 -0.60164 -0.21282 0.253 0.122 -0.366
H -1.59916 -1.10809 2.91690 -0.023 -0.097 0.104
H -1.24413 -0.51881 4.55350 0.001 -0.054 -0.001
H -0.52221 0.26147 3.13988 0.081 -0.014 0.079
H 0.03781 -2.58425 4.11101 0.067 -0.101 -0.197
H 1.15863 -1.23981 4.26000 0.049 0.080 -0.158
H 3.57064 -0.24831 0.33530 -0.105 0.049 0.085
H 2.06908 0.23766 -0.51002 0.056 0.051 0.105
H 3.03805 -1.12018 -1.10630 -0.145 -0.195 0.088
C -7.52252 -1.90195 6.17916 -0.007 -0.257 -0.077
C -6.39782 -1.11185 5.54111 -0.403 0.259 0.239
O -5.28103 -1.95128 5.23010 0.101 0.151 0.034
C -5.41604 -2.68393 4.12515 0.270 -0.078 0.269
O -6.36229 -2.68368 3.38830 -0.290 0.025 -0.251
O -4.31919 -3.42509 3.99033 0.057 -0.012 -0.054
C -4.35975 -4.32484 2.88055 0.169 -0.258 -0.243
H -7.15586 -2.45595 7.04479 0.011 0.119 0.057
H -8.32493 -1.23623 6.49878 0.037 0.024 0.007
H -7.93670 -2.62891 5.48065 -0.010 0.092 -0.056
H -6.02633 -0.36648 6.24313 0.211 -0.105 -0.028
H -6.73510 -0.58172 4.64999 0.038 -0.158 -0.080
H -4.59937 -3.80135 1.95712 -0.108 0.013 0.070
H -5.08397 -5.11741 3.06694 -0.075 0.089 -0.062
H -3.37054 -4.76537 2.78787 0.031 0.107 0.166
C 0.21074 3.06533 0.99637 -0.305 -0.139 0.054
C 0.00706 3.80923 -0.30773 0.539 0.097 0.379
O -1.05664 3.23030 -1.07865 -0.217 0.067 -0.160
C -2.28899 3.54840 -0.68363 0.400 -0.424 -0.067
O -2.57573 4.26789 0.23223 -0.187 0.277 0.182
O -3.15551 2.90859 -1.47530 -0.021 0.081 -0.077
C -4.51988 3.09415 -1.10224 -0.334 -0.036 -0.055
H 0.35438 1.99976 0.81187 0.163 0.038 -0.015
H 1.08186 3.45055 1.52602 0.029 -0.026 -0.051
H -0.65879 3.16558 1.64691 0.026 0.108 -0.013
H 0.90146 3.72758 -0.92298 -0.174 -0.076 -0.201
H -0.17730 4.87105 -0.14176 -0.187 -0.053 -0.022
H -4.76570 4.15154 -1.01846 0.079 -0.016 0.110
H -4.72486 2.58127 -0.16300 0.019 0.121 0.046
H -5.12996 2.65166 -1.88588 0.177 -0.068 -0.065
C 2.63614 7.21687 -5.51928 -0.080 -0.249 -0.050
C 1.62302 7.96833 -4.67959 0.515 0.188 -0.061
O 0.29496 7.48282 -4.90458 -0.053 0.170 0.026
C -0.00223 6.34503 -4.27758 -0.216 0.145 -0.243
O 0.72496 5.72903 -3.54950 0.222 -0.173 0.271
O -1.24832 6.01060 -4.60344 -0.094 -0.009 0.016
C -1.66829 4.75853 -4.05496 -0.295 -0.300 0.031
H 2.35049 7.23947 -6.57212 0.032 0.127 0.006
H 3.62678 7.65967 -5.41164 -0.027 0.033 0.003
H 2.69360 6.17011 -5.22151 0.022 0.050 0.092
H 1.61116 9.01875 -4.96808 -0.233 -0.034 -0.045
H 1.86963 7.92376 -3.61831 -0.095 -0.157 -0.010
H -1.51759 4.72456 -2.98034 0.190 0.013 -0.063
H -1.13504 3.94124 -4.53904 0.087 0.004 0.145
H -2.73072 4.64976 -4.25850 0.029 0.208 -0.138
```
Positions in Å, forces in eV/Å.

## Properties
**Gap between HOMO and LUMO**: 4.62 eV
**Strongest force on any atom**: 2.18 eV/A
**Charge**: -1
**E_tot**: -2355.3325 hartree
**E_LUMO**: 1.740 eV

Löwdin population analysis, charges in e, atoms 1 to 4: number 1, C, carries -0.171; number 2, C, carries -0.456; number 3, P, carries 0.810; number 4, B, carries -1.229

2.
C36H29N7O2Ru as an isolated structure in a non-equilibrium geometry. Source: the OMol25 dataset; level of theory: ωB97M-V/def2-TZVPD.

```
75
Properties=species:S:1:pos:R:3:forces:R:3
Ru -0.10446 0.22817 -0.05547 0.568 0.342 -0.720
O 0.84897 -3.07153 -2.46744 0.037 -0.002 -0.068
C 0.19092 -2.26028 -1.80878 -0.192 -0.046 -0.039
N 0.62880 -1.55783 -0.74251 0.061 -0.350 0.014
C 1.89595 -1.90735 -0.19557 -0.010 0.141 0.134
C 2.51660 -3.15126 -0.35070 -0.028 0.023 -0.031
C 3.69379 -3.44764 0.31365 0.086 0.061 0.089
C 4.27749 -2.50420 1.14566 -0.022 -0.130 -0.076
C 3.67871 -1.26955 1.31910 0.028 0.000 0.013
C 2.48328 -0.95487 0.66401 -0.121 -0.059 -0.056
N 1.72158 0.21131 0.89383 0.017 -0.118 0.094
C 2.29343 1.26724 1.49909 -0.014 0.178 0.009
O 3.49619 1.41354 1.73944 0.041 0.051 0.039
C 1.40663 2.40954 1.98812 -0.150 -0.132 -0.066
C 2.03409 3.57338 2.43079 -0.039 -0.035 0.018
C 1.25073 4.61010 2.90064 -0.062 0.018 0.009
C -0.13203 4.46414 2.91770 0.085 0.054 -0.006
C -0.66415 3.26954 2.46486 0.137 0.041 -0.019
N 0.08804 2.26836 2.02260 -0.172 -0.121 0.051
C -1.26323 -2.13428 -2.24460 -0.073 0.346 0.161
C -1.75034 -3.06895 -3.15868 0.031 0.044 0.057
C -3.07526 -2.98950 -3.53963 -0.091 0.009 -0.017
C -3.87779 -1.98270 -3.01553 -0.001 -0.072 -0.066
C -3.30188 -1.08794 -2.13141 0.119 -0.080 -0.067
N -2.02937 -1.16361 -1.76026 -0.031 -0.136 0.039
H 2.07654 -3.88183 -1.00517 -0.007 -0.010 0.022
H 4.15220 -4.41848 0.17001 0.016 -0.014 0.005
H 5.20236 -2.72251 1.66544 0.022 -0.012 0.004
H 4.13237 -0.53673 1.96230 -0.014 -0.023 -0.002
H 3.11165 3.62339 2.38881 0.013 0.013 0.012
H 1.70771 5.52989 3.24424 0.011 0.011 0.008
H -0.77950 5.25570 3.27061 -0.008 0.022 -0.004
H -1.73842 3.10989 2.43690 -0.018 -0.024 0.048
H -1.07520 -3.82064 -3.53808 -0.004 -0.017 0.001
H -3.48437 -3.70559 -4.24210 -0.008 -0.003 -0.004
H -4.92003 -1.89147 -3.28925 -0.029 0.005 -0.022
H -3.87474 -0.26873 -1.70663 -0.036 0.006 0.022
C -1.01938 -2.31229 3.27853 0.073 0.065 -0.117
C -2.34317 -1.97422 3.62469 0.121 -0.037 -0.012
C -2.97397 -1.01209 2.89097 0.154 0.078 -0.194
C -2.30117 -0.38193 1.82035 0.236 -0.254 0.075
N -1.00974 -0.71873 1.48523 -0.316 0.155 0.099
C -0.40755 -1.67841 2.23019 -0.033 -0.174 0.268
C -2.87565 0.63574 1.00912 0.214 0.522 -0.592
C -4.18195 1.15937 1.17393 0.387 -0.117 -0.048
C -4.62303 2.14628 0.34225 0.296 0.245 -0.428
C -3.75643 2.62482 -0.67667 -0.265 -0.116 0.273
C -2.50405 2.08364 -0.79427 -0.135 0.020 0.092
N -2.04270 1.11119 0.01789 -0.730 -0.366 0.634
H -0.47247 -3.06771 3.82555 0.006 -0.007 -0.002
H -2.84663 -2.46306 4.44872 0.015 -0.005 -0.011
H -3.99078 -0.72994 3.12288 -0.013 0.028 -0.014
H 0.60408 -1.91608 1.93801 0.028 -0.068 0.070
H -4.82032 0.77974 1.95775 -0.008 -0.026 0.026
H -5.61735 2.55586 0.46092 -0.014 0.032 -0.034
H -4.06830 3.39947 -1.36251 -0.027 0.019 -0.001
H -1.80870 2.40747 -1.55622 0.005 0.024 -0.066
C 0.97967 0.17165 -3.87504 0.013 0.045 0.005
C 1.07799 1.65159 -3.65838 0.055 -0.108 -0.150
C 1.44594 2.50559 -4.67859 0.036 0.012 -0.009
C 1.54242 3.87880 -4.47433 -0.001 0.014 0.003
C 1.25803 4.39504 -3.21699 -0.031 0.055 -0.031
C 0.88838 3.58007 -2.16061 -0.005 0.257 0.103
C 0.60638 4.17030 -0.80746 0.086 -0.048 -0.066
C 0.79800 2.17806 -2.36364 -0.181 -0.348 0.051
N 0.42849 1.34724 -1.38645 -0.057 0.064 0.621
H 1.29325 -0.09535 -4.88426 0.001 -0.005 -0.025
H -0.04643 -0.17189 -3.72821 -0.037 -0.010 0.019
H 1.59132 -0.38093 -3.16032 0.023 0.023 -0.005
H 1.66702 2.08765 -5.65465 0.007 -0.008 -0.023
H 1.83574 4.53588 -5.28260 -0.001 0.015 -0.025
H 1.32216 5.46517 -3.04869 0.005 0.016 0.002
H 0.36618 5.23072 -0.89064 0.007 0.041 -0.018
H 1.47745 4.07306 -0.15388 -0.044 -0.005 -0.033
H -0.21442 3.65993 -0.30528 -0.018 -0.012 -0.019
```
Positions in Å, forces in eV/Å.

## Properties
**Multiplicity**: 2
**Gap between HOMO and LUMO (alpha / beta)**: 5.30 / 5.33 eV
**⟨S²⟩**: 0.80
**Strongest force on any atom**: 1.03 eV/A
**Charge**: -1
**E_tot**: -2017.9986 hartree
**E_LUMO (alpha / beta)**: 2.284 / 2.284 eV

Löwdin population analysis, charges in e, atoms 1 to 4: number 1, Ru, carries 1.342; number 2, O, carries -0.010; number 3, C, carries -0.479; number 4, N, carries -0.018

3.
C11H16N2O as an isolated structure in a non-equilibrium geometry. Source: the OMol25 dataset; level of theory: ωB97M-V/def2-TZVPD.

```
30
Properties=species:S:1:pos:R:3:forces:R:3
C -0.77711 -2.36534 1.01802 -7.177 -3.405 0.331
C 0.47454 -0.41847 1.47311 -1.266 -0.106 -1.176
C 0.59578 -0.28348 2.84209 -0.950 -1.008 -1.578
C 0.60072 0.90637 3.42652 1.653 4.249 0.836
C 0.31396 1.98768 1.53665 3.667 -0.465 -0.112
C 0.40255 0.76748 0.75942 -0.406 1.618 2.637
C 0.43436 0.90035 -0.67042 2.436 -0.207 -4.002
C 1.77313 0.07152 -1.42282 -0.788 -0.448 1.639
C 1.07335 -1.02808 -2.14715 -4.588 -3.247 -1.027
C -0.28659 -0.32923 -2.58224 -3.913 0.094 -2.046
C -1.75333 1.23843 -1.01636 -4.355 0.081 -1.358
H -0.60215 -3.10345 0.13334 -1.677 0.281 1.901
H -0.85305 -2.82163 2.05196 0.391 -0.009 -1.062
H -1.96479 -1.76031 0.97765 3.243 -1.508 -0.416
H 0.48629 -1.07020 3.48020 -0.093 -2.403 1.424
H 0.60365 1.05859 4.47339 0.222 -0.670 1.146
H 0.35340 2.87091 0.92449 -0.406 0.514 -0.050
H 0.54400 2.03390 -1.12200 0.045 -2.236 1.750
H 2.61520 -0.40542 -0.79991 -1.188 1.639 -0.634
H 1.95813 0.85515 -2.10115 1.666 0.701 -0.781
H 0.50482 -1.64087 -1.21912 2.273 0.762 -2.853
H 1.41529 -1.88594 -3.16868 -0.427 3.113 3.560
H -1.15581 -1.00395 -2.52905 0.811 -1.017 -1.175
H -0.65593 0.22253 -3.73118 2.130 -0.821 3.173
H -1.38501 2.59700 -0.98109 -1.187 -4.068 0.178
H -2.26035 0.62246 0.22723 1.031 2.772 -3.696
H -2.68139 1.13154 -2.09160 2.496 0.434 3.763
N 0.72608 2.14174 2.82593 -3.122 -2.321 -1.898
N -0.72970 0.34545 -1.34749 3.039 1.707 1.125
O 0.22995 -1.63473 0.78025 6.440 5.971 0.399
```
Positions in Å, forces in eV/Å.

## Properties
**Gap between HOMO and LUMO**: 8.88 eV
**Strongest force on any atom**: 8.79 eV/A
**Charge**: 0
**E_tot**: -613.0912 hartree
**E_LUMO**: 0.547 eV
**ΔE to the lowest compared entry with this formula, charge and spin**: 1048.5 kJ/mol

Löwdin population analysis, charges in e, atoms 1 to 4: number 1, C, carries -0.221; number 2, C, carries -0.145; number 3, C, carries -0.016; number 4, C, carries -0.146